A cluster of 17 separate species, C58H150O34 in total at a distorted geometry, computed with ωB97M-V/def2-TZVPD.

The geometry in XYZ format:
```
242
Properties=species:S:1:pos:R:3:forces:R:3
H 4.33998 -3.59681 1.32196 0.094 0.343 0.027
O -5.48984 -3.03522 0.34136 -0.263 0.267 0.809
H -5.18905 2.09880 -3.78285 0.217 -0.157 0.233
H 1.53643 -1.71027 5.81454 0.068 0.443 0.029
H -4.43292 -0.62538 3.61662 0.255 -0.345 -0.800
H -4.47992 -6.60205 -2.61851 -0.678 -0.121 0.393
C 0.84238 -3.72984 -2.60772 0.109 0.077 -1.420
H 3.69912 -5.81967 -4.71931 0.125 0.008 -0.001
O 1.77123 1.54632 5.11332 -0.144 0.085 -0.172
H 1.49324 4.09358 0.43372 0.074 -0.331 0.037
H 4.32772 1.24643 -2.12313 0.115 -0.045 -0.138
H 2.89122 0.80432 2.87440 -0.779 0.170 0.188
H 4.83317 -5.76042 0.04999 0.159 0.316 -0.240
H -1.57655 3.09396 7.88424 -0.017 0.807 0.061
C 2.65177 -5.97723 -4.98783 -0.382 1.757 0.525
C -2.40877 4.39529 4.08104 -0.020 -0.976 -0.579
C 3.88275 1.76739 -1.27532 1.066 0.664 0.664
H 2.02055 -2.74614 0.45220 -0.402 -0.418 -0.331
C 2.65205 2.62294 -5.76548 1.083 -0.697 -1.014
H -4.72933 -0.94658 5.89893 0.263 -0.431 0.063
H -3.57999 -0.74263 -5.49214 0.419 0.272 -0.307
H -0.32547 -6.55635 0.11433 -0.246 -0.393 -0.266
O 6.98141 -1.89234 -2.81572 -0.375 -0.207 -0.293
H -3.38512 3.49581 7.90446 0.298 0.305 0.265
H -3.71087 4.61036 1.74586 0.268 -0.667 0.753
O 0.97037 -0.91327 0.10191 -0.774 -0.181 -0.102
H -2.26785 -3.02353 -3.27469 -0.439 0.190 -0.264
H 5.61993 0.23240 8.55153 -0.187 0.169 -0.331
H 6.10795 -1.21425 -0.83830 -0.212 0.212 0.373
H -2.56694 3.65453 -4.86472 0.091 0.073 -0.046
H -3.10416 1.25207 3.81319 0.575 0.289 -0.310
H -5.15128 -2.21276 -1.50629 0.692 0.003 0.321
H 5.39262 -4.71572 2.24634 -0.037 0.173 -0.178
C 5.31598 0.98049 5.79566 -0.378 0.104 -0.403
H 4.98668 -1.12138 5.53665 -0.285 -0.042 -0.003
O -1.58548 0.02443 -0.87812 -0.746 0.578 0.237
H -0.74232 -2.08464 0.52126 0.196 0.224 -0.243
H -2.45534 5.38777 3.60048 -0.104 -0.025 0.600
H 4.47070 -3.42086 -1.23110 0.391 -0.001 0.132
H -6.07048 -4.40354 -1.71133 0.429 -0.148 0.085
O -1.29605 -7.43368 1.75921 0.125 -0.255 -0.090
C 2.08754 -1.67045 0.55634 -0.645 0.726 0.848
H -1.51430 4.88234 5.94716 0.162 -0.291 0.242
C 1.80300 -2.27726 4.92761 -0.049 0.017 0.169
H -8.07951 5.06554 0.62104 0.053 0.111 -0.129
O 6.42814 0.79082 6.65985 -0.619 0.445 -0.593
C -1.47363 -5.02998 1.07522 0.997 -2.447 -0.627
H 0.58396 -4.42483 -1.83628 0.118 -0.806 0.599
H -5.33191 4.36284 -2.77310 -0.048 0.189 -0.225
H -2.62936 -8.90179 1.45782 -0.253 -0.537 0.537
H 6.00467 -1.43575 1.99786 0.215 0.310 0.262
H 0.50593 -3.90325 5.31603 -0.206 -0.225 0.543
C -5.53693 0.11200 -3.06168 0.785 0.043 1.953
H 1.65091 1.58655 7.12817 0.393 0.029 0.375
H 4.36123 -1.28294 2.59499 -0.210 -0.341 -0.141
O 7.36144 3.93389 -0.30000 -0.162 -0.017 0.133
C -0.27742 -1.11518 0.77198 0.346 -0.162 -0.349
H 5.61845 1.79602 5.13602 -0.036 -0.063 -0.042
C 4.86144 -0.20290 4.95266 2.085 -0.874 -0.446
C -4.97300 -4.29074 -1.59468 0.072 -0.398 0.738
H -3.36900 1.13151 -7.73896 -0.547 0.011 -0.001
H 3.34459 3.31290 4.02959 0.317 -0.472 0.338
H 2.41002 -5.34934 -5.85392 0.183 -0.012 -0.042
O 2.96591 -2.99788 5.27982 -0.404 0.289 0.222
H -6.07469 3.78329 0.05883 -0.062 0.464 0.291
H 8.07667 2.72872 -1.85637 -0.364 -0.290 -0.098
H -3.04233 -3.45139 3.41303 -0.123 -0.017 0.461
H -4.32264 -7.44080 -1.08323 -0.125 -0.244 0.248
H 1.52788 5.21630 -3.85325 0.292 -0.487 -0.370
C 8.39115 3.46592 -1.12279 1.046 -1.014 0.619
H -3.35917 5.96244 -2.75541 -0.603 -0.360 0.023
O 4.05953 2.92767 -5.74843 -0.836 -0.362 0.268
H 1.89850 -3.60703 -4.43692 0.116 0.453 -0.256
H -2.63481 1.12900 -2.27387 0.053 -0.242 -0.515
C 2.02686 1.90525 -4.56755 0.688 0.140 0.301
H -0.72183 0.98835 0.76282 -0.202 -0.433 -0.113
H -4.52542 3.06950 -1.93683 0.024 -0.512 0.260
C -4.73529 -2.99790 -0.83866 0.175 -0.202 -0.356
H -3.33099 -0.05739 -9.06345 0.280 0.013 0.249
O 5.73489 -0.33047 3.78003 -0.499 -0.332 -0.047
H 1.82291 0.35341 -2.44213 -0.416 0.152 0.278
C 0.97366 1.57605 6.29561 -0.281 -0.345 -0.986
H -5.39606 0.89200 -5.03078 -0.059 -0.043 -0.037
H -4.48873 -0.35774 -7.79723 0.323 0.558 0.294
C -4.84011 -6.62328 -1.56377 0.797 1.078 -0.065
C -2.56653 2.93361 7.44914 0.030 -0.725 0.809
C 0.60590 -3.10554 4.59627 -0.547 -1.002 -1.098
H 0.35269 2.30777 3.76712 -0.009 -0.477 0.146
H 5.48058 4.08343 -4.99322 0.493 0.127 0.035
H 0.35268 2.48303 6.33190 -0.086 -0.256 -0.066
H 6.04968 -1.09635 7.40519 -0.415 -0.140 0.062
C -2.50363 -7.87688 1.17845 0.195 0.629 -0.313
H -0.18551 -1.11103 1.84476 0.596 -0.182 0.823
H 2.21252 -1.46945 1.63223 0.292 -0.052 -0.141
H -4.45167 -1.62040 1.48786 -0.051 0.201 -0.114
H 3.10519 -3.70443 4.64589 0.299 -0.239 -0.448
C 0.40889 4.13224 0.31937 0.765 0.640 -0.109
H 4.40913 3.41301 -3.76126 -0.231 0.712 -0.396
H 3.87502 4.15041 2.63348 -0.273 -0.010 -0.504
H 3.10800 2.42869 -1.61698 -0.356 0.238 -0.212
H -7.29505 1.97138 -4.82010 -0.295 -0.101 0.256
H 4.88253 -1.75754 -3.00467 0.483 -0.313 -0.107
C 1.97529 1.43100 2.70509 1.554 0.324 -0.696
H -2.53492 -2.71746 1.85663 0.331 -0.243 0.564
H 0.01081 3.12185 0.28380 -0.133 -0.250 -0.314
H 2.95399 -4.08970 -3.08687 0.063 0.260 0.229
H 0.55111 3.45722 -2.19687 0.043 0.481 -0.074
H -3.33155 -7.24876 1.52011 -0.156 -0.196 -0.122
O -4.26900 4.92501 -1.07843 1.309 0.318 -1.418
C 4.44747 3.87726 -4.77393 -0.029 -0.708 0.165
H 0.78970 -0.31520 -3.74556 0.215 -0.280 0.046
O 0.10646 4.92738 -0.82613 0.120 -0.035 0.025
C -1.89359 2.79466 -4.91619 -0.909 1.415 0.257
H 2.14414 2.50237 -3.64662 -0.175 0.028 -0.194
H -1.15034 3.00931 -5.68595 0.435 -0.037 0.282
O -0.53592 5.19609 -3.76372 -0.306 0.193 -0.105
C -1.21993 0.02320 0.51144 0.254 0.489 -1.013
H 7.55583 -2.26645 -3.50834 -0.775 0.114 0.438
H 8.82841 4.26341 -1.69854 0.069 0.596 0.106
C 1.96269 -4.20117 -3.53247 -0.437 -0.920 -0.099
O 3.49883 -4.58350 2.96784 -0.024 0.305 -1.241
C -2.43341 4.39378 5.60665 0.320 -0.034 -0.814
H 7.29155 -0.15062 8.11916 0.261 -0.057 0.512
H 1.21374 -2.82888 -2.11307 -0.346 0.409 -0.022
C -5.72930 1.18284 -4.02680 -0.217 0.686 -2.386
H -4.49385 1.79994 5.53431 0.071 -0.465 -0.090
H 5.57406 -3.39828 -3.39250 0.126 0.558 0.144
C -0.84437 6.25978 -4.65311 0.298 -0.876 -0.354
H 6.26036 -3.55223 -0.94276 -0.273 0.136 -0.105
H -9.03260 4.12479 -0.54707 0.204 -0.380 -0.168
O -0.32852 -3.52282 -3.41779 0.224 0.301 1.126
H -1.71254 5.98253 -5.25731 -0.026 0.038 0.338
C -2.53646 -0.61376 -5.86398 -0.439 -1.030 -0.157
H 5.62431 1.13754 0.57148 0.072 -0.022 0.437
C 5.44327 -2.89959 -1.30117 -0.710 -0.642 -0.659
H -2.72776 1.89045 7.69216 -0.383 -0.361 -0.154
C -3.67135 3.58876 2.22016 0.644 0.483 -0.797
C -3.49867 -0.55169 4.17165 -0.691 1.122 1.492
C 6.89051 2.92123 0.57639 -0.605 -0.127 -0.618
H -2.99505 -1.49419 4.31413 0.277 -0.264 -0.399
C -2.47054 1.10187 -1.21143 0.766 0.245 0.856
C 4.39228 -4.55303 1.83340 0.001 -0.416 0.471
H 1.94058 4.38398 -1.69852 -0.123 0.416 0.180
C 0.86954 4.49812 -1.93721 -0.210 -1.209 -0.297
H -3.67987 -3.99086 1.78898 0.749 -0.306 0.916
H 2.43298 -6.04917 -0.24629 0.026 -0.699 -0.393
H -1.50341 3.91780 3.68638 0.303 0.080 0.273
H -5.86671 -0.99824 0.50427 0.474 0.169 -0.151
H -1.71865 -3.90002 -1.87509 0.243 0.139 0.194
C -0.64349 -6.36113 1.14399 -0.017 1.272 -0.090
H -0.01543 6.38928 -5.34667 0.196 0.212 -0.198
C 1.03962 1.44734 3.88654 0.030 -0.540 0.224
H -2.83299 3.02792 1.74643 -0.360 0.334 0.168
H -2.48110 -7.89658 0.08299 0.186 0.353 -0.058
H 0.29024 -6.24208 1.69910 -0.123 0.271 0.135
O -2.58334 3.05493 6.07137 0.298 0.548 -1.252
C -2.78325 -3.66164 2.39518 -0.624 0.487 -1.786
H -0.93781 -4.32265 0.44373 0.191 0.340 0.020
H -1.00587 7.18190 -4.11876 -0.190 0.441 0.244
H 4.40160 1.31354 6.30410 0.215 0.087 0.497
C -1.44086 -3.11851 -2.59245 0.776 -0.271 -0.855
O -6.51094 -0.91143 -3.12553 0.494 0.484 -0.216
C -5.45266 -1.82159 1.09737 -0.604 -0.628 -0.705
H 5.49351 -2.41015 3.40409 -0.051 0.188 0.063
C 6.28394 -0.08600 7.73776 0.570 -0.461 -0.113
C -3.11842 5.32716 -1.89039 -0.619 0.565 0.826
H 0.96724 1.80702 -4.79132 -0.371 0.107 0.021
H 4.10109 -6.58223 1.41883 -0.207 -0.270 -0.125
H -3.44290 1.06170 -0.71651 -0.103 -0.416 0.196
H 6.47217 1.41742 -0.92274 0.221 -0.124 -0.302
O 2.43900 2.72143 2.30063 -1.111 -0.107 -0.506
C -6.33432 3.84834 -0.99881 -0.673 -0.064 0.037
H -2.00741 -1.52728 -5.58574 0.084 0.056 0.229
H 0.50740 0.46794 3.84053 -0.184 0.641 0.279
O -7.12516 1.42599 -4.04244 -0.458 0.706 -0.372
H -2.52214 4.49435 -2.23894 0.024 -0.425 0.042
H -4.60820 3.12133 1.87127 0.281 -0.100 0.915
H -8.91403 5.85519 -0.78455 0.025 -0.060 0.433
O -7.20699 4.95330 -1.30642 -0.210 -1.276 1.180
H 3.43607 1.03567 -0.60275 0.087 -0.095 0.293
H 2.52683 -6.99680 -5.29660 -0.479 -0.575 0.430
O 2.58483 0.62124 -4.33578 -0.247 -0.143 -0.327
H 4.40486 2.48567 2.76646 0.024 -0.051 0.508
H 0.05543 4.61108 1.22479 -0.418 0.279 -0.060
H 7.74206 2.39812 0.98880 0.271 -0.325 0.367
O -4.38397 -5.41280 -0.92448 -0.831 -0.251 -0.195
H -1.52981 0.36733 -4.16733 -0.402 -0.191 0.022
H -5.93317 -6.70119 -1.45137 0.353 -0.170 -0.316
O -2.60274 0.43727 3.63158 -1.080 -0.446 0.537
O 5.33197 -1.72610 -0.55741 0.566 0.713 0.589
C -4.07204 -0.14639 5.56378 0.680 -0.721 -0.512
C 5.95696 1.92590 -0.10722 0.057 0.092 -0.284
H 0.86387 6.43652 -2.86025 -0.288 -0.020 0.208
H -2.48592 5.97056 -1.28068 -0.002 -0.299 0.294
H 0.35451 0.65800 6.36526 0.030 0.488 -0.046
C 3.56394 3.16176 2.97358 0.826 0.525 0.429
H 3.90910 4.83346 -4.88250 -0.191 -0.321 0.331
H 2.40031 -1.05150 -3.22962 -0.157 -0.628 -0.270
H -3.24765 5.01383 5.93810 -0.662 0.194 0.342
O 0.78645 -3.72222 3.29995 0.532 0.452 0.098
H -5.61414 0.67610 -2.11749 0.050 -0.658 0.520
H 2.65351 -4.18535 2.66897 0.127 -0.466 0.312
C 4.09179 -5.66006 0.83615 -1.136 -0.042 0.754
H -6.78535 2.88152 -1.20901 -0.527 -0.140 -0.392
H 6.32166 3.39132 1.36781 0.044 0.345 0.185
H 2.53573 2.00275 -6.68129 0.042 0.112 0.670
H 2.92302 -1.29676 -0.01240 0.452 0.031 -0.025
C -8.36419 4.97689 -0.43288 0.602 0.676 -0.962
H -0.01284 -4.19120 3.00763 -0.147 0.216 0.333
O -2.67345 1.70539 -5.28284 0.246 -0.864 0.005
C -1.84894 0.56219 -5.20356 0.111 -0.564 -1.021
O 2.76859 -5.37305 0.32739 0.755 0.696 0.478
H -2.03563 2.07306 -0.91630 0.087 -0.162 -0.086
H -7.30222 -0.37634 -3.28626 -0.337 -0.476 -0.105
O -2.48450 -0.66686 -7.30186 -0.010 0.275 0.594
O -4.95044 0.93958 5.47732 0.176 1.236 0.045
H -6.17001 -1.94720 1.89886 0.125 -0.187 0.400
H 1.94414 -1.61170 4.07002 0.364 0.273 0.040
C 1.81955 -0.16104 -3.40103 0.732 1.353 -0.205
H -0.89916 0.69128 -5.75759 -0.235 0.312 -0.008
H -2.08473 -0.07732 1.17340 -0.169 -0.013 -0.090
H -3.23799 -0.05351 6.27854 -0.304 0.387 -0.007
H -1.22668 -2.14850 -2.13962 -0.127 -0.081 0.343
C 5.39684 -1.43883 2.90236 -0.381 0.906 1.048
H 3.81744 -0.11639 4.68977 -0.323 0.185 -0.305
H -3.65342 -2.88436 -0.57042 -0.565 0.239 -0.524
H -1.50514 2.67795 -3.90040 0.526 -0.045 -0.168
H 1.50949 1.04561 1.79007 -0.347 -0.138 0.397
C 0.71776 5.38594 -3.15371 -0.054 0.541 0.827
C -3.48278 0.07387 -7.98543 -0.002 -0.376 -0.103
O -1.70796 -4.58309 2.36052 -0.710 0.600 0.731
H -4.50993 -4.28145 -2.56969 0.012 0.497 -0.640
H -4.50975 -0.24429 -3.14361 -0.131 -0.504 0.099
H -0.31581 -2.50241 4.57369 0.263 0.067 0.142
H 9.19880 2.96364 -0.49993 -0.650 0.602 -0.611
O 4.84906 2.62599 -0.61481 -0.968 -0.558 -0.456
C -5.08116 3.98898 -1.77925 0.541 1.127 -0.008
H -2.39466 -5.29973 0.56674 -0.436 0.241 -0.120
H 2.14858 3.55163 -6.00575 -0.624 0.358 0.391
C 5.65953 -2.50326 -2.74158 0.705 -0.523 -0.527
O 1.79459 -5.56903 -3.89662 0.216 -0.844 -0.351
O -3.49124 3.58894 3.64563 -1.143 0.110 -0.883
```
Positions in Å, forces in eV/Å.

Values from the calculation:
M in g mol⁻¹: 1391.804
Kohn-Sham gap in eV: 9.7

These are the Mulliken partial charges, in e, on atoms 1 to 99: number 1, H, carries -0.183; number 2, O, carries -0.528; number 3, H, carries -0.268; number 4, H, carries 0.383; number 5, H, carries 0.132; number 6, H, carries 0.325; number 7, C, carries 1.217; number 8, H, carries 0.267; number 9, O, carries -0.035; number 10, H, carries 0.415; number 11, H, carries 0.582; number 12, H, carries -0.920; number 13, H, carries 0.424; number 14, H, carries 0.330; number 15, C, carries -0.800; number 16, C, carries 0.233; number 17, C, carries 0.511; number 18, H, carries 0.252; number 19, C, carries -1.008; number 20, H, carries 0.534; number 21, H, carries 0.273; number 22, H, carries 0.400; number 23, O, carries -0.574; number 24, H, carries 0.349; number 25, H, carries 0.399; number 26, O, carries 0.605; number 27, H, carries 0.306; number 28, H, carries 0.274; number 29, H, carries 0.153; number 30, H, carries 0.293; number 31, H, carries -0.269; number 32, H, carries -0.352; number 33, H, carries 0.618; number 34, C, carries -0.678; number 35, H, carries 0.266; number 36, O, carries 0.075; number 37, H, carries -0.368; number 38, H, carries 0.517; number 39, H, carries -0.333; number 40, H, carries 0.506; number 41, O, carries -0.442; number 42, C, carries 0.631; number 43, H, carries 0.374; number 44, C, carries 0.471; number 45, H, carries 0.282; number 46, O, carries -0.431; number 47, C, carries 1.311; number 48, H, carries 0.091; number 49, H, carries 0.522; number 50, H, carries 0.396; number 51, H, carries 0.186; number 52, H, carries 0.461; number 53, C, carries 0.269; number 54, H, carries 0.375; number 55, H, carries -0.057; number 56, O, carries -0.388; number 57, C, carries 0.114; number 58, H, carries 0.189; number 59, C, carries 1.315; number 60, C, carries -1.328; number 61, H, carries 0.186; number 62, H, carries 0.296; number 63, H, carries 0.322; number 64, O, carries -0.611; number 65, H, carries 0.103; number 66, H, carries 0.253; number 67, H, carries 0.556; number 68, H, carries 0.187; number 69, H, carries 0.121; number 70, C, carries -0.659; number 71, H, carries 0.412; number 72, O, carries -0.429; number 73, H, carries 0.565; number 74, H, carries -0.517; number 75, C, carries 2.031; number 76, H, carries -0.890; number 77, H, carries -0.751; number 78, C, carries 1.366; number 79, H, carries 0.275; number 80, O, carries -0.584; number 81, H, carries 0.057; number 82, C, carries -0.829; number 83, H, carries 0.410; number 84, H, carries 0.216; number 85, C, carries -0.805; number 86, C, carries -0.978; number 87, C, carries -0.494; number 88, H, carries -0.124; number 89, H, carries 0.297; number 90, H, carries 0.195; number 91, H, carries 0.313; number 92, C, carries -0.673; number 93, H, carries -0.106; number 94, H, carries -1.300; number 95, H, carries -0.060; number 96, H, carries 0.533; number 97, C, carries -0.177; number 98, H, carries 0.024; number 99, H, carries 0.450